Record 1
A 3-piece molecular cluster, C6H10O overall. Source: the OMol25 dataset; level of theory: ωB97M-V with the def2-TZVPD basis set.

Atoms and positions in Å:
1 C 0.722 1.455 -1.384
2 C -0.292 0.845 -0.439
3 O -0.810 -0.390 -1.077
4 C -0.896 -1.310 -0.171
5 C -0.225 -1.086 1.120
6 C 1.221 -0.695 0.905
7 C 0.179 0.376 0.925
8 H 0.268 1.672 -2.356
9 H 1.573 0.785 -1.531
10 H 1.092 2.392 -0.959
11 H -1.173 1.489 -0.346
12 H -2.397 -1.302 0.897
13 H -1.304 -2.249 -0.530
14 H -1.646 -1.361 1.453
15 H 1.739 -0.908 -0.031
16 H 1.842 -0.810 1.787
17 H 0.108 1.098 1.736

Values from the calculation:
Relative energy (zero: lowest compared OMol25 entry of this formula, charge and spin)   132.2 kcal per mole
HOMO-LUMO gap   8.03 eV
Lowest unoccupied orbital energy   0.52 eV

natural (NBO) atomic charge list, values in e, 4 entries:
1. C -0.6277
2. C 0.0900
3. O -0.4482
4. C 0.4105



Record 2
C30H49ClI3NO13Si2 as an isolated structure. Source: the OMol25 dataset; level of theory: ωB97M-V with the def2-TZVPD basis set.

Atoms and positions in Å:
1 C 4.879 0.964 0.388
2 C 3.535 0.851 -0.334
3 C 2.824 2.175 -0.612
4 I 2.858 3.569 1.023
5 Si 1.107 1.942 -1.363
6 N 1.344 1.148 -2.875
7 O 0.484 3.433 -1.739
8 Si -0.559 4.241 -0.761
9 Cl 0.110 6.195 -0.657
10 C -0.068 0.928 -0.290
11 I 0.466 0.500 1.721
12 C -1.273 0.469 -0.671
13 C -2.212 -0.370 0.147
14 I -2.116 0.962 -2.533
15 H 4.763 0.841 1.457
16 H 5.370 1.907 0.174
17 H 5.546 0.181 0.038
18 H 2.890 0.204 0.254
19 H 3.687 0.348 -1.286
20 H 3.382 2.684 -1.397
21 H 1.904 1.777 -3.454
22 H 1.900 0.310 -2.762
23 H -0.590 3.732 0.616
24 H -1.911 4.287 -1.330
25 H -3.073 -0.646 -0.446
26 H -1.733 -1.271 0.506
27 H -2.564 0.229 0.982
28 O -3.879 -3.412 -0.457
29 C -3.696 -3.661 0.699
30 O -3.850 -2.734 1.669
31 C -3.463 -3.276 2.951
32 C -3.585 -4.786 2.796
33 C -3.250 -4.975 1.315
34 H -2.438 -2.961 3.159
35 H -4.116 -2.868 3.715
36 H -2.942 -5.331 3.481
37 H -4.613 -5.093 2.986
38 H -2.178 -5.083 1.145
39 H -3.775 -5.806 0.853
40 O -3.859 -4.664 6.167
41 C -4.354 -3.708 6.690
42 O -4.123 -2.451 6.255
43 C -4.759 -1.494 7.137
44 C -5.867 -2.269 7.832
45 C -5.270 -3.674 7.899
46 H -4.014 -1.136 7.843
47 H -5.127 -0.660 6.544
48 H -6.128 -1.849 8.800
49 H -6.763 -2.277 7.209
50 H -4.661 -3.814 8.793
51 H -6.010 -4.465 7.836
52 O 3.090 2.186 -5.059
53 C 3.852 3.100 -4.905
54 O 5.184 2.951 -5.003
55 C 5.856 4.189 -4.673
56 C 4.809 5.275 -4.900
57 C 3.513 4.538 -4.558
58 H 6.180 4.136 -3.632
59 H 6.732 4.285 -5.309
60 H 4.988 6.168 -4.306
61 H 4.800 5.565 -5.952
62 H 3.276 4.590 -3.493
63 H 2.656 4.874 -5.133
64 O 8.507 3.859 -6.793
65 C 8.081 3.590 -7.876
66 O 8.827 3.697 -8.997
67 C 8.031 3.397 -10.159
68 C 6.872 2.552 -9.642
69 C 6.685 3.109 -8.231
70 H 7.696 4.340 -10.595
71 H 8.656 2.878 -10.880
72 H 5.986 2.614 -10.270
73 H 7.173 1.506 -9.586
74 H 6.013 3.970 -8.214
75 H 6.342 2.371 -7.512
76 O -7.106 -2.986 -5.852
77 C -6.162 -2.565 -5.257
78 O -5.970 -1.241 -5.042
79 C -4.710 -1.019 -4.383
80 C -4.376 -2.338 -3.695
81 C -5.014 -3.351 -4.646
82 H -3.970 -0.745 -5.139
83 H -4.822 -0.195 -3.684
84 H -3.309 -2.478 -3.537
85 H -4.865 -2.384 -2.722
86 H -4.339 -3.645 -5.451
87 H -5.387 -4.238 -4.143
88 O -3.530 -1.121 10.042
89 C -2.362 -1.366 10.140
90 O -1.620 -0.946 11.182
91 C -0.236 -1.292 10.986
92 C -0.251 -2.454 9.998
93 C -1.488 -2.131 9.160
94 H 0.282 -0.417 10.590
95 H 0.194 -1.551 11.950
96 H 0.669 -2.538 9.425
97 H -0.403 -3.392 10.533
98 H -1.258 -1.473 8.320
99 H -2.003 -3.015 8.793

Values from the calculation:
HOMO-LUMO gap   8.64 eV
Lowest unoccupied orbital energy   -0.09 eV

Mulliken atomic charge list, values in e, 4 entries:
1. C -1.4755
2. C 0.1263
3. C -0.4514
4. I 0.0325



> Number 2 is which compound?

C30H49ClI3NO13Si2



> What is the HOMO-LUMO gap in the first record?

8.03 eV



> The lowest HOMO-LUMO gap belongs to which entry?

C6H10O